Record 1
Formula: C12H39O13Pd
Source: the Open Molecules 2025 dataset
Level of theory: ωB97M-V/def2-TZVPD

Output
Multiplicity   4
E_tot   -43164.555 eV
Expectation value of S²   3.754
Orbital gap (spin up / spin down)   0.18202 / 0.29672 Ha
HOMO (spin up / spin down)   -4.826 / -9.573 eV

Geometry (Å):
Pd (-16.73652, -9.65774, 17.81630)
O (-17.62909, -11.12907, 16.50864)
H (-17.69373, -11.98332, 16.97832)
C (-19.33048, -6.99939, 14.62541)
C (-19.90924, -8.39223, 14.68971)
O (-19.52249, -9.01119, 15.93728)
O (-19.68739, -6.25406, 15.80476)
H (-19.65098, -6.49234, 13.71532)
H (-18.24969, -7.05658, 14.75471)
H (-19.50464, -8.93967, 13.83841)
H (-20.98345, -8.42310, 14.50740)
H (-19.01003, -9.77288, 15.65657)
H (-19.45618, -5.33416, 15.65669)
C (-19.10705, -13.28484, 20.95044)
C (-18.32948, -13.97284, 19.85882)
O (-17.45761, -14.99180, 20.32126)
O (-19.92352, -14.35254, 21.56284)
H (-19.73575, -12.50768, 20.51587)
H (-18.41219, -12.92046, 21.70707)
H (-17.76146, -13.30549, 19.21067)
H (-19.03610, -14.39624, 19.14501)
H (-18.09248, -15.70270, 20.43600)
H (-19.36295, -14.97386, 22.03329)
C (-15.58883, -8.84056, 14.77589)
C (-14.16671, -8.21783, 14.57215)
O (-14.15377, -6.80843, 14.26746)
O (-16.24025, -8.41869, 15.99816)
H (-15.51546, -9.92646, 14.83535)
H (-16.19239, -8.61926, 13.89564)
H (-13.61404, -8.71706, 13.77627)
H (-13.52148, -8.33138, 15.44328)
H (-13.26994, -6.51294, 14.49795)
H (-16.27176, -7.45920, 15.99784)
C (-17.23858, -11.56904, 13.10454)
C (-16.67054, -12.85989, 13.72834)
O (-15.97687, -12.66257, 14.94807)
O (-18.29656, -11.15263, 13.88427)
H (-17.63854, -11.63550, 12.09275)
H (-16.46083, -10.80861, 13.03413)
H (-16.01331, -13.27468, 12.96408)
H (-17.47827, -13.56218, 13.93439)
H (-16.54147, -12.25076, 15.60629)
H (-17.98413, -11.17914, 14.79162)
C (-15.44057, -11.72813, 19.50659)
C (-14.31589, -10.90746, 18.79891)
O (-14.65506, -10.36688, 17.50101)
O (-16.63064, -10.97739, 19.56991)
H (-15.00741, -11.96493, 20.47840)
H (-15.59202, -12.67450, 18.98741)
H (-13.38835, -11.47925, 18.82764)
H (-14.07464, -10.06731, 19.45010)
H (-13.87556, -10.48913, 16.95417)
H (-16.97130, -10.91715, 20.46541)
C (-18.64046, -15.52300, 16.24312)
O (-18.86820, -16.32423, 15.12480)
H (-18.93866, -14.47459, 16.23961)
H (-19.34299, -15.83567, 17.01564)
H (-17.63123, -15.62763, 16.64135)
H (-19.81942, -16.29077, 14.99971)
C (-20.87918, -12.25949, 16.16410)
O (-20.00700, -12.03675, 17.26829)
H (-20.43755, -12.78329, 15.31635)
H (-21.72952, -12.88461, 16.43661)
H (-21.36037, -11.41782, 15.66595)
H (-19.18855, -11.65860, 16.93854)

These are the Mulliken partial charges, in e, on atoms 1 to 2:
1. Pd -0.29
2. O 0.45

***

Record 2
Formula: C12H40BF4O18S3
Source: the Open Molecules 2025 dataset
Level of theory: ωB97M-V/def2-TZVPD

Output
Multiplicity   1
E_tot   -94006.753 eV
Total charge   -1
Orbital gap   0.34513 Ha
HOMO   -7.927 eV

Geometry (Å):
B (1.61748, 0.76124, 1.11334)
F (2.40154, -0.15184, 0.36624)
F (0.50582, 1.09274, 0.36074)
F (1.18365, 0.18148, 2.22158)
F (2.36163, 1.83612, 1.44573)
O (5.11189, -0.40281, -2.15048)
S (4.34491, 0.37742, -3.11750)
O (4.55500, 1.80985, -3.22914)
O (4.61291, -0.30523, -4.61126)
C (3.99916, 0.30971, -5.73236)
C (3.33135, -0.70681, -6.63957)
C (2.58652, -0.03938, -2.90671)
H (4.67303, 0.82496, -6.41685)
H (3.27786, 1.06746, -5.42634)
H (2.85275, -0.11491, -7.41976)
H (2.55860, -1.33584, -6.19767)
H (4.03410, -1.32808, -7.19480)
H (2.32466, 0.33666, -1.91771)
H (2.53213, -1.12793, -2.89209)
H (1.98621, 0.58047, -3.57267)
O (-2.80247, -0.54957, -0.92191)
S (-4.07451, -0.31597, -1.60125)
O (-5.30955, 0.05162, -0.84140)
O (-3.79473, 0.83500, -2.74944)
C (-2.68019, 0.79053, -3.57030)
C (-1.45023, 1.40100, -2.86886)
C (-4.52193, -1.70302, -2.75484)
H (-2.95670, 1.40853, -4.42454)
H (-2.26694, -0.18333, -3.83286)
H (-0.69476, 1.45767, -3.65255)
H (-1.00554, 0.75460, -2.11222)
H (-1.67491, 2.37803, -2.44103)
H (-3.70498, -1.90959, -3.44624)
H (-5.43852, -1.33968, -3.21953)
H (-4.69304, -2.63511, -2.21630)
O (-3.89733, 0.30380, 4.45499)
S (-5.00578, 0.75127, 3.57943)
O (-6.11080, 1.54554, 4.10949)
O (-4.42198, 1.60116, 2.32533)
C (-3.20281, 1.12799, 1.84062)
C (-2.53431, 2.37286, 1.27010)
C (-5.73408, -0.65698, 2.65709)
H (-3.24453, 0.22550, 1.23081)
H (-2.53760, 0.79623, 2.63782)
H (-2.27115, 3.20321, 1.92536)
H (-3.27301, 2.79316, 0.58762)
H (-1.60818, 2.16412, 0.73457)
H (-5.08215, -1.12180, 1.91748)
H (-6.53577, -0.35171, 1.98462)
H (-6.15579, -1.36761, 3.36790)
O (0.32591, 2.29807, 4.18660)
H (-0.27818, 2.72248, 4.79585)
H (-0.03219, 1.41845, 4.06723)
O (0.35141, 3.64520, 1.78637)
H (0.90430, 3.14456, 1.18646)
H (0.35815, 3.13845, 2.59840)
O (3.16770, 1.46987, 4.11258)
H (2.21761, 1.35795, 4.08057)
H (3.41141, 1.70929, 3.21842)
O (-0.21788, -1.60729, -0.53686)
H (0.28543, -0.93422, -0.07874)
H (-1.10253, -1.24661, -0.59630)
O (4.81193, 1.43750, 0.68253)
H (3.95272, 1.68872, 1.02148)
H (4.62781, 0.73562, 0.05828)
O (-1.14066, -2.15703, 3.76054)
H (-0.81760, -1.49703, 4.37395)
H (-0.51557, -2.13757, 3.03589)
C (3.42911, -2.89074, 2.20849)
C (1.96645, -2.73889, 2.59898)
O (1.82833, -3.81424, 3.48789)
C (3.01398, -4.36160, 3.81979)
O (3.14608, -5.28258, 4.61532)
O (3.97604, -3.68070, 3.22860)
H (3.75678, -1.85301, 2.14640)
H (3.35613, -3.41746, 1.25700)
H (1.27287, -2.86919, 1.76827)
H (1.77758, -1.77106, 3.06346)

These are the Mulliken partial charges, in e, on atoms 1 to 2:
1. B 0.97
2. F -0.45

***

Record 3
Formula: C12H40N14O14Zn
Source: the Open Molecules 2025 dataset
Level of theory: ωB97M-V/def2-TZVPD

Output
Multiplicity   1
E_tot   -111044.744 eV
Orbital gap   0.31183 Ha
HOMO   -9.143 eV
Energy above the lowest of the compared OMol25 structures with the same formula, charge and spin   4.7 kcal per mole

Geometry (Å):
Zn (1.64045, -1.75474, -0.67192)
C (-0.00942, 0.00617, 0.15773)
O (0.38825, -0.99925, 0.84466)
O (-0.62092, 1.00088, 0.62263)
O (0.46191, -0.07670, -1.01518)
C (2.56388, 1.74103, -3.36715)
O (3.21636, 2.05408, -4.35958)
N (3.01576, 1.52551, -2.11294)
N (1.22499, 1.57844, -3.38671)
H (2.36709, 1.36946, -1.36337)
H (4.00538, 1.55072, -1.94719)
H (0.58875, 1.85504, -4.11299)
H (0.79097, 1.20424, -2.55407)
C (2.60488, -1.96865, -3.72138)
O (2.43379, -1.76918, -2.49941)
N (1.80357, -1.55063, -4.70759)
N (3.66898, -2.64668, -4.15689)
H (2.00022, -1.88332, -5.63329)
H (1.12637, -0.82250, -4.53490)
H (3.79434, -2.78491, -5.14176)
H (4.23662, -2.94409, -3.37944)
C (-0.83946, -3.62290, -0.92551)
O (0.24065, -3.11965, -1.26091)
N (-1.53892, -4.48563, -1.68815)
N (-1.50147, -3.43907, 0.21886)
H (-2.37056, -4.82710, -1.25321)
H (-0.99068, -4.85926, -2.44864)
H (-1.15757, -2.68645, 0.79817)
H (-2.22254, -4.05811, 0.53168)
C (0.07595, 4.18634, -0.61160)
O (0.28801, 5.28184, -1.10852)
N (0.74047, 3.68079, 0.45436)
N (-0.89537, 3.32469, -1.02950)
H (0.41240, 2.76976, 0.72932)
H (1.38844, 4.26474, 0.95092)
H (-1.36364, 3.68263, -1.84453)
H (-0.94756, 2.40988, -0.59265)
C (-4.14016, -0.58660, 0.97089)
O (-5.18279, -1.22767, 0.96054)
N (-3.91526, 0.43165, 1.85704)
N (-3.07209, -0.81229, 0.22004)
H (-4.50368, 0.50519, 2.66813)
H (-3.08098, 0.99463, 1.84154)
H (-2.95856, -1.51555, -0.48715)
H (-2.22962, -0.28195, 0.35328)
C (-0.03611, -2.18246, 4.33900)
O (0.04860, -2.47016, 5.52421)
N (0.57570, -1.11658, 3.77867)
N (-0.68830, -2.92958, 3.41678)
H (0.73382, -1.19615, 2.77592)
H (0.89977, -0.22925, 4.11150)
H (-0.54691, -2.62951, 2.46888)
H (-1.05158, -3.83895, 3.63818)
C (3.50984, 0.29800, 0.80999)
O (3.24576, -0.55086, -0.07412)
N (4.62621, 1.02310, 0.76353)
N (2.63262, 0.66884, 1.74194)
H (4.52268, 1.76210, 1.43766)
H (5.32808, 0.81229, 0.07725)
H (1.68076, 0.33910, 1.70409)
H (2.96958, 1.17589, 2.54270)
C (0.12587, 1.57570, 5.74248)
C (-0.49076, 1.63403, 4.32687)
O (0.51518, 1.88885, 3.39659)
O (0.63028, 2.92233, 6.05100)
H (0.93137, 0.84306, 5.76851)
H (-0.66933, 1.31399, 6.43804)
H (-1.37676, 2.26749, 4.24656)
H (-0.91462, 0.63304, 4.19754)
H (0.21801, 1.72098, 2.49331)
H (1.57888, 2.82586, 5.93371)
C (-2.30645, 0.43971, -2.91508)
C (-3.77370, 0.53249, -3.18162)
O (-4.46197, -0.32203, -2.31759)
O (-1.62828, -0.60602, -3.58765)
H (-2.12872, 0.53581, -1.83938)
H (-1.84602, 1.41559, -3.12474)
H (-3.93274, 0.31579, -4.24703)
H (-3.98671, 1.60499, -3.27500)
H (-5.38672, -0.26775, -2.57999)
H (-1.08456, -0.90454, -2.84640)

These are the Mulliken partial charges, in e, on atoms 1 to 2:
1. Zn 0.20
2. C 2.29